This record from OMol25 describes an isolated ion of composition C9H6BrN2O2 and charge +1. The level of theory is ωB97M-V with the def2-TZVPD basis set.

```
! RIJCOSX wB97M-V def2-TZVPD def2/J DEFGRID3
* xyz 1 3
H -1.66337 -2.81039 -1.71644
H -0.29677 -2.38864 -3.14528
N 1.75757 1.29004 -1.48966
C 0.20480 0.64296 2.74499
C -0.65102 -0.36397 2.29093
H 1.74438 1.99437 2.23997
N 0.95004 0.54859 -2.01683
C 0.92459 1.39184 1.93057
Br -2.84730 -1.43994 -3.77264
C -0.74267 -0.57695 0.91253
O -1.01930 -0.70333 -1.87152
H -1.11949 -1.09325 2.98605
C 0.05393 -0.18954 -1.36191
C 0.84179 1.16287 0.57361
H -1.38488 -1.48647 0.57486
H 0.29062 0.87865 3.84703
O 2.35330 2.96151 0.07769
C -1.24635 -1.99470 -2.54009
C 1.76880 2.03752 -0.30130
C 0.08132 0.13882 0.03742
*
```

* F_max: 5.26 eV/Å
* HOMO (alpha / beta): -13.95 / -13.97 eV
* calculated total energy: -3180.100511 hartree
* <S²>: 2.023

---

This record from OMol25 describes a 2-piece molecular cluster, C9H6F4NO4 overall. The level of theory is ωB97M-V with the def2-TZVPD basis set.

```
! RIJCOSX wB97M-V def2-TZVPD def2/J DEFGRID3
* xyz -1 1
C -0.97200 -0.56706 -1.78281
C 0.24404 0.16177 -2.11854
F 3.27622 -0.76324 1.77828
O 0.89187 3.31665 1.79214
H 1.09505 -0.53036 -2.12997
F 3.28264 1.98761 1.79610
H -1.70336 -2.51856 -2.22940
O -2.07341 1.38979 -1.90456
C 2.12267 -0.06095 1.78876
O 0.86886 -2.07789 1.69218
F -1.51813 -0.75108 1.79644
C 0.88613 2.07755 1.80027
H -1.41134 -2.20058 -0.49542
C 2.12614 1.29106 1.79707
C -0.35952 -0.05328 1.78773
C -1.04828 -1.99707 -1.51460
C 0.87923 -0.83744 1.76218
H 0.46699 0.94545 -1.37750
N -2.12360 0.14729 -1.70520
H -0.04765 -2.43732 -1.58856
C -0.35903 1.30189 1.80252
F -1.51041 2.00236 1.81254
H 0.18194 0.63378 -3.11280
O -3.19504 -0.46037 -1.44684
*
```

* F_max: 2.42 eV/Å
* HOMO: -3.06 eV
* ΔE to the lowest compared entry with this formula, charge and spin: 0.000 eV
* calculated total energy: -1101.609276 hartree

---

This record from OMol25 describes an isolated molecule of C9H6N2. The level of theory is ωB97M-V with the def2-TZVPD basis set.

```
! RIJCOSX wB97M-V def2-TZVPD def2/J DEFGRID3
* xyz 0 1
C 2.62217 -0.56530 -0.00202
H -2.43848 -2.53689 -0.04722
N 3.61938 -1.24053 0.16943
C -2.13987 0.73434 -0.02692
H -0.06776 -2.41261 0.19117
C -0.78783 0.88718 -0.08597
C -2.85651 -0.39301 0.09748
H -3.96445 -0.23494 0.43285
C 1.35239 1.55710 -0.10751
C -2.03212 -1.54784 -0.02774
H -2.73872 1.55641 0.16617
C 1.33986 0.12234 -0.13523
H -0.15652 2.81275 0.66640
H 2.16751 2.15105 0.00533
C -0.68052 -1.53942 -0.10893
C 0.04949 -0.29022 -0.06247
N 0.09435 1.93670 0.02216
*
```

* F_max: 6.63 eV/Å
* HOMO: -8.39 eV
* ΔE to the lowest compared entry with this formula, charge and spin: 0.940 eV
* SMILES string: N#Cc1c[nH]c2ccccc12
* calculated total energy: -455.995229 hartree